1:
Formula: C19H23N3O2
Source: the Open Molecules 2025 dataset
Level of theory: the ωB97M-V functional and the def2-TZVPD basis

The molar mass is 325.4 g mol⁻¹. The HOMO-LUMO gap comes out at 8.314 eV. As for the total charge: 0. As for the HOMO energy: -0.283 Eh. The LUMO energy comes out at 0.61 eV. Its spin multiplicity is 1.

```
47
C19H23N3O2 the ωB97M-V functional and the def2-TZVPD basis
C 2.398 1.235 1.776
C 2.678 1.039 0.443
C 1.792 1.587 -0.671
C 2.243 3.003 -1.051
C 2.003 0.732 -1.933
C 0.325 1.670 -0.252
N -0.406 2.857 -0.147
C -1.702 2.693 0.273
C -2.742 3.568 0.554
C -3.947 3.044 1.022
C -4.141 1.645 1.051
C -3.091 0.784 0.763
C -1.846 1.318 0.406
C -0.600 0.647 0.079
C -0.500 -0.848 0.037
C -0.057 -1.421 1.406
N -0.008 -2.894 1.268
C -1.106 -3.731 1.506
O -0.986 -4.911 1.211
C -2.404 -3.159 2.133
C -3.652 -3.199 1.195
N -2.297 -1.762 2.596
C -1.075 -1.074 2.527
O -0.778 -0.429 3.526
H 3.038 0.880 2.521
H 1.569 1.821 2.099
H 3.568 0.445 0.145
H 2.105 3.707 -0.204
H 1.681 3.352 -1.919
H 3.312 3.034 -1.379
H 1.292 1.007 -2.724
H 1.893 -0.334 -1.689
H 3.046 0.903 -2.332
H 0.056 3.771 -0.261
H -2.551 4.635 0.526
H -4.761 3.702 1.369
H -5.042 1.150 1.353
H -3.245 -0.289 0.777
H -1.430 -1.304 -0.254
H 0.221 -1.145 -0.666
H 0.921 -1.051 1.740
H 0.831 -3.337 0.886
H -2.590 -3.764 3.021
H -3.394 -2.661 0.299
H -3.923 -4.236 0.917
H -4.510 -2.761 1.727
H -2.775 -1.533 3.478
```

2:
Formula: C19H23N3O2
Source: the Open Molecules 2025 dataset
Level of theory: the ωB97M-V functional and the def2-TZVPD basis

The molar mass is 325.4 g mol⁻¹. The HOMO-LUMO gap comes out at 8.611 eV. As for the total charge: 0. As for the HOMO energy: -0.288 Eh. The LUMO energy comes out at 0.78 eV. Its spin multiplicity is 1.

```
47
C19H23N3O2 the ωB97M-V functional and the def2-TZVPD basis
O -1.935 -2.447 -1.149
C -2.169 -1.906 -0.203
N -2.995 -0.738 -0.242
C -3.442 -0.003 0.872
H -4.511 -0.332 1.051
C -3.381 1.412 0.507
N -2.386 1.479 -0.384
C -1.014 1.753 -0.262
N -0.846 1.807 1.085
C 0.473 1.936 1.624
C 1.480 2.333 0.839
C 1.235 2.171 -0.656
C 0.090 1.700 -1.161
H -0.083 1.957 -2.076
H 2.163 2.168 -1.359
H 2.451 2.254 1.361
H 0.556 1.849 2.765
C -2.692 0.902 -1.713
H -1.648 0.729 -2.369
C -3.572 -0.224 -1.377
H -4.646 0.000 -1.538
H -3.521 -0.942 -2.101
H -3.196 1.771 -2.390
H -3.103 2.164 1.482
H -4.255 2.058 -0.218
H -2.758 -0.144 1.731
C -1.836 -2.597 1.146
C -0.541 -1.526 1.584
C 0.399 -1.678 0.627
H 0.189 -1.004 -0.213
O 1.686 -1.060 1.049
C 2.686 -0.877 0.160
C 2.762 -0.971 -1.074
C 3.827 -0.757 -1.841
C 4.923 -0.162 -1.184
C 4.990 0.253 0.228
C 3.869 -0.317 0.752
H 3.815 -0.197 2.263
H 5.792 0.505 0.713
H 5.705 0.329 -1.667
H 3.928 -0.832 -2.732
H 1.746 -1.359 -1.375
H 0.529 -2.684 0.116
H -0.207 -2.354 2.503
H -0.897 -0.601 1.849
H -2.474 -2.400 1.890
H -1.529 -3.577 1.042
```

Relative energy table, unit eV: 1 0.000; 2 13.269

1:
Formula: C6H9N2
Source: the Open Molecules 2025 dataset
Level of theory: the ωB97M-V functional and the def2-TZVPD basis

The molar mass is 109.2 g mol⁻¹. The HOMO-LUMO gap (alpha / beta) comes out at 8.786 / 8.785 eV. As for the total charge: +1. As for the HOMO energy (alpha / beta): -0.519 / -0.519 Eh. The LUMO energy (alpha / beta) comes out at -5.34 / -5.34 eV. Its spin multiplicity is 1.

```
17
C6H9N2 the ωB97M-V functional and the def2-TZVPD basis
C -3.402 0.135 0.666
C -2.926 -0.825 0.115
C 0.869 1.125 0.135
C 0.569 -0.913 -0.387
C 1.752 -0.104 0.093
C 3.020 -0.368 0.306
N -1.315 0.490 -0.879
N -0.191 0.311 -0.437
H -3.809 1.007 1.096
H 0.647 1.517 1.130
H 1.160 1.956 -0.512
H 0.645 -1.438 -1.344
H 0.162 -1.613 0.348
H 3.715 0.388 0.617
H 3.397 -1.365 0.171
H -2.616 -1.747 -0.291
H -1.677 1.446 -0.826
```

2:
Formula: C6H9N2
Source: the Open Molecules 2025 dataset
Level of theory: the ωB97M-V functional and the def2-TZVPD basis

The molar mass is 109.2 g mol⁻¹. The HOMO-LUMO gap comes out at 9.428 eV. As for the total charge: +1. As for the HOMO energy: -0.545 Eh. The LUMO energy comes out at -5.41 eV. Its spin multiplicity is 1.

```
17
C6H9N2 the ωB97M-V functional and the def2-TZVPD basis
C 0.161 -2.278 0.630
C -0.233 -1.029 -0.096
C -1.299 -0.914 -0.940
C -1.651 0.326 -1.477
N -1.209 1.521 -1.261
N 0.078 1.383 -0.168
C 0.694 2.633 -0.019
C 0.494 0.227 0.246
H 0.056 -2.157 1.852
H 1.336 -2.420 0.453
H -0.483 -3.103 0.278
H -1.768 -1.788 -1.222
H -2.474 0.277 -2.270
H -0.147 3.333 -0.092
H 0.988 2.622 1.029
H 1.689 2.821 -0.503
H 1.511 0.193 0.692
```

3:
Formula: C6H9N2
Source: the Open Molecules 2025 dataset
Level of theory: the ωB97M-V functional and the def2-TZVPD basis

The molar mass is 109.2 g mol⁻¹. The HOMO-LUMO gap comes out at 9.157 eV. As for the total charge: +1. As for the HOMO energy: -0.493 Eh. The LUMO energy comes out at -4.27 eV. Its spin multiplicity is 1.

```
17
C6H9N2 the ωB97M-V functional and the def2-TZVPD basis
C -1.609 -1.285 -0.942
C -1.064 -1.553 0.191
C 0.402 -1.560 0.460
C 1.175 -0.515 0.754
C 1.006 0.947 0.363
N 2.202 1.614 0.286
C -0.193 1.306 0.120
N -1.360 1.734 -0.007
H -2.612 -1.601 -1.083
H -1.030 -0.673 -1.643
H -1.543 -2.156 0.908
H 0.707 -2.648 0.510
H 2.189 -0.571 0.821
H 3.018 1.132 0.185
H 2.241 2.540 -0.271
H -2.017 1.419 -0.839
H -1.874 2.339 0.658
```

Relative energy table, unit eV: 1 2.883; 2 0.000; 3 1.076

1:
Formula: C3H6F2OP2
Source: the Open Molecules 2025 dataset
Level of theory: the ωB97M-V functional and the def2-TZVPD basis

The molar mass is 158.0 g mol⁻¹. The HOMO-LUMO gap comes out at 9.021 eV. As for the total charge: 0. As for the HOMO energy: -0.343 Eh. The LUMO energy comes out at -0.30 eV. Its spin multiplicity is 1.

```
14
C3H6F2OP2 the ωB97M-V functional and the def2-TZVPD basis
H -2.680 -1.753 0.407
P -1.869 -0.930 1.359
C -0.734 -0.475 0.156
O -0.176 -0.924 -0.999
C 0.654 -0.129 -0.124
P 1.917 -1.305 0.533
C 0.977 1.302 -0.483
F 1.408 1.960 0.644
H 2.517 -1.775 -0.775
H 0.892 -2.286 0.555
H 0.029 1.894 -0.790
H 1.791 1.236 -1.169
F -2.430 1.690 -0.084
H -2.297 1.494 0.771
```

2:
Formula: C3H6F2OP2
Source: the Open Molecules 2025 dataset
Level of theory: the ωB97M-V functional and the def2-TZVPD basis

The molar mass is 158.0 g mol⁻¹. The HOMO-LUMO gap comes out at 8.958 eV. As for the total charge: 0. As for the HOMO energy: -0.314 Eh. The LUMO energy comes out at 0.41 eV. Its spin multiplicity is 1.

```
14
C3H6F2OP2 the ωB97M-V functional and the def2-TZVPD basis
C 0.628 -0.318 -0.238
C -0.873 0.691 -0.823
C 1.075 0.068 1.102
O 0.393 0.772 -1.218
F -1.670 -0.152 -1.598
F 0.173 -0.180 2.137
P 0.609 -1.774 -1.234
P -1.578 1.685 0.538
H 1.455 1.109 0.980
H 1.839 -0.622 1.584
H 0.930 -2.567 -0.215
H 1.741 -1.527 -1.798
H -2.303 0.656 1.254
H -2.417 2.161 -0.469
```

Relative energy table, unit eV: 1 0.000; 2 1.095

1:
Formula: C20H27N3O4S
Source: the Open Molecules 2025 dataset
Level of theory: the ωB97M-V functional and the def2-TZVPD basis

The molar mass is 405.5 g mol⁻¹. The HOMO-LUMO gap comes out at 8.692 eV. As for the total charge: 0. As for the HOMO energy: -0.294 Eh. The LUMO energy comes out at 0.68 eV. Its spin multiplicity is 1.

```
55
C20H27N3O4S the ωB97M-V functional and the def2-TZVPD basis
C 5.477 1.567 -0.856
C 6.207 0.742 0.206
N 5.623 -0.547 0.469
C 5.957 -1.707 -0.312
C 5.313 -1.754 -1.699
S 4.496 -0.682 1.675
O 4.745 0.360 2.630
O 4.491 -2.047 2.120
C 2.933 -0.352 0.889
C 2.381 0.924 0.918
C 1.195 1.159 0.267
C 0.567 0.090 -0.411
N -0.570 0.228 -1.133
C -1.173 -0.933 -1.751
C -2.217 -1.525 -0.807
C -3.174 -0.454 -0.363
C -4.418 -0.794 0.154
C -5.334 0.155 0.582
O -6.570 -0.172 1.085
C -6.911 -1.529 1.212
C -4.984 1.516 0.488
O -5.736 2.597 0.841
C -6.978 2.451 1.491
C -3.737 1.843 -0.028
C -2.829 0.886 -0.452
C -1.496 1.327 -1.016
N 1.113 -1.138 -0.416
C 2.251 -1.344 0.214
H 5.913 2.562 -0.901
H 4.424 1.659 -0.604
H 5.557 1.112 -1.839
H 7.252 0.598 -0.088
H 6.184 1.279 1.157
H 5.618 -2.559 0.281
H 7.048 -1.768 -0.411
H 5.768 -1.028 -2.368
H 4.247 -1.549 -1.632
H 5.452 -2.743 -2.128
H 2.893 1.700 1.466
H 0.769 2.149 0.277
H -1.650 -0.608 -2.681
H -0.390 -1.657 -1.968
H -1.702 -1.940 0.065
H -2.755 -2.338 -1.296
H -4.665 -1.842 0.215
H -6.224 -2.059 1.880
H -7.910 -1.536 1.647
H -6.939 -2.033 0.241
H -7.713 1.952 0.855
H -7.309 3.469 1.697
H -6.882 1.903 2.430
H -3.493 2.893 -0.090
H -1.659 1.756 -2.016
H -1.089 2.114 -0.383
H 2.633 -2.355 0.196
```

2:
Formula: C20H27N3O4S
Source: the Open Molecules 2025 dataset
Level of theory: the ωB97M-V functional and the def2-TZVPD basis

The molar mass is 405.5 g mol⁻¹. The HOMO-LUMO gap comes out at 7.342 eV. As for the total charge: 0. As for the HOMO energy: -0.276 Eh. The LUMO energy comes out at -0.16 eV. Its spin multiplicity is 1.

```
55
C20H27N3O4S the ωB97M-V functional and the def2-TZVPD basis
C -6.339 -2.788 1.243
C -5.665 -1.588 0.590
C -5.012 -1.959 -0.740
C -4.312 -0.765 -1.383
N -3.203 -0.343 -0.562
C -2.854 0.942 -0.390
S -3.652 2.178 -1.166
N -1.842 1.221 0.478
C -1.271 2.552 0.501
C -0.384 2.836 -0.718
C 0.568 3.998 -0.437
O 1.540 3.675 0.534
C -1.265 0.244 1.382
C 0.053 -0.285 0.875
C 1.230 0.327 1.150
C 2.463 -0.128 0.602
C 3.683 0.518 0.830
C 4.850 0.042 0.272
C 4.823 -1.128 -0.516
C 3.620 -1.762 -0.771
C 2.439 -1.268 -0.227
N 1.235 -1.877 -0.462
C 0.021 -1.468 0.027
O -0.991 -2.103 -0.252
O 5.957 -1.668 -1.043
C 7.151 -1.149 -0.493
C 7.060 0.370 -0.376
O 6.012 0.728 0.499
H -7.113 -3.190 0.594
H -5.613 -3.575 1.437
H -6.797 -2.503 2.187
H -6.403 -0.802 0.419
H -4.905 -1.186 1.263
H -5.771 -2.333 -1.429
H -4.280 -2.755 -0.579
H -4.998 0.079 -1.481
H -3.956 -1.037 -2.385
H -2.529 -1.077 -0.354
H -0.676 2.655 1.409
H -2.083 3.283 0.528
H 0.200 1.943 -0.962
H -1.012 3.074 -1.576
H 0.015 4.846 -0.029
H 1.054 4.315 -1.370
H 2.081 2.955 0.191
H -1.111 0.733 2.350
H -1.967 -0.580 1.522
H 1.254 1.194 1.794
H 3.725 1.401 1.447
H 3.622 -2.646 -1.389
H 1.219 -2.707 -1.045
H 7.955 -1.450 -1.165
H 7.319 -1.582 0.502
H 7.972 0.791 0.047
H 6.881 0.801 -1.371
```

Relative energy table, unit eV: 1 2.091; 2 0.000